{"formula": "C2H3NO2S2", "method": "ωB97M-V/def2-TZVPD", "elements": ["C", "O", "O", "S", "H", "N", "S", "C", "H", "H"], "positions_angstrom": [[1.04590, 0.88718, 0.16558], [-0.65594, -1.35637, 1.02451], [-0.27829, -1.76728, -1.10274], [-1.29232, 1.76554, -0.83254], [-1.25741, 0.67716, -1.36151], [0.01238, -2.03611, 0.29549], [1.95637, -0.38003, 0.15117], [-0.00071, 1.70372, 0.31230], [-0.04001, 2.54479, 1.13522], [0.29240, -2.30285, -1.62654]], "forces_ev_per_a": [[-1.12, 0.12, 0.83], [1.13, -1.95, -2.48], [-1.60, 1.23, 1.41], [-1.23, 4.98, 1.45], [0.54, -4.53, -1.76], [-1.80, 1.10, 1.49], [1.19, 1.36, -0.31], [1.66, 0.72, 1.46], [0.22, -1.98, -1.75], [1.01, -1.04, -0.34]], "mulliken_charge": [0.1085, -0.2047, -0.3298, -0.1110, 0.0721, 0.1217, -0.3052, 0.0461, 0.2592, 0.3431], "smiles": "S=C=CS.O=NO", "orbital_gap_ha": 0.267}

***

{"formula": "C2H3NO3", "method": "ωB97M-V/def2-TZVPD", "elements": ["C", "N", "H", "O", "O", "C", "H", "O", "H"], "positions_angstrom": [[0.15608, -0.30289, 0.14966], [0.58206, 0.30372, 1.28199], [-0.64329, -0.94743, 0.15579], [1.03050, 2.06967, 0.03082], [-0.65863, -2.00017, -1.41847], [0.35705, 1.61085, 0.96666], [-0.96743, -2.70990, -1.96657], [-0.57006, 2.21674, 1.57943], [0.71372, -0.24058, -0.77930]], "forces_ev_per_a": [[3.04, 1.02, 3.09], [-1.26, -2.88, -3.12], [-2.55, -2.24, -0.13], [0.18, -0.53, 1.04], [0.75, 1.79, 0.73], [-1.56, 5.99, -0.16], [-0.36, -0.97, -0.22], [1.89, -2.28, -0.81], [-0.13, 0.10, -0.43]], "mulliken_charge": [-0.2071, -0.0801, 0.4066, -0.4192, -0.6565, 0.8160, 0.2497, -0.4651, 0.3556], "orbital_gap_ha": 0.162}

***

{"formula": "C2H3NO3", "method": "ωB97M-V/def2-TZVPD", "elements": ["O", "N", "H", "O", "O", "C", "H", "H", "C"], "positions_angstrom": [[-0.97861, -0.44898, -0.56049], [-2.07185, -0.02322, 0.19808], [-0.25359, 0.00036, -0.05198], [-3.05500, -0.55020, -0.07516], [-1.88385, 0.77419, 1.10019], [2.31196, -0.02643, -0.73607], [1.18755, 0.51649, 1.18090], [2.94273, -0.45435, -1.36979], [1.80065, 0.21214, 0.31431]], "forces_ev_per_a": [[0.42, 1.25, 1.36], [2.03, 0.66, 1.20], [-0.18, -0.54, -1.04], [-3.31, -1.48, -1.17], [0.81, -0.03, -0.60], [-1.28, 0.69, 2.42], [0.98, -0.30, -0.84], [2.05, -1.23, -2.87], [-1.51, 0.98, 1.55]], "mulliken_charge": [-0.3444, 1.0271, 0.3310, -0.5264, -0.5465, -0.2160, 0.4483, 0.4157, -0.5887], "smiles": "O=[N+]([O-])O.C#C", "orbital_gap_ha": 0.444}

***

{"formula": "C2H3NO3", "method": "ωB97M-V/def2-TZVPD", "elements": ["C", "O", "H", "O", "H", "O", "C", "N", "H"], "positions_angstrom": [[1.29842, 0.84898, -0.07934], [2.61931, -1.59546, 0.32139], [-0.31252, -0.51363, -1.01039], [1.76989, 1.88786, -0.20392], [-0.76346, 1.23678, -0.40780], [3.74370, 0.30669, 0.01428], [-0.11998, 0.35218, -0.20522], [2.78586, -0.42724, 0.03395], [-0.41676, -0.18753, 0.74536]], "forces_ev_per_a": [[0.17, -2.52, -1.23], [0.90, 0.79, -0.51], [0.98, 2.19, 1.52], [0.26, 1.11, 0.27], [0.39, -0.75, 0.20], [0.26, -1.88, -0.05], [-0.82, -2.15, -0.15], [-2.46, 2.32, 0.82], [0.32, 0.89, -0.87]], "mulliken_charge": [0.6479, -0.4983, 0.2820, -0.2828, 0.2965, -0.4567, -0.8804, 0.6134, 0.2784], "orbital_gap_ha": 0.347}

***

{"formula": "C2H3NO3", "method": "ωB97M-V/def2-TZVPD", "elements": ["N", "O", "C", "H", "C", "O", "H", "O", "H"], "positions_angstrom": [[0.74358, -0.82602, -0.08459], [-1.41665, -0.57410, -0.68475], [0.89332, 0.46601, 0.06298], [1.10590, 3.70776, -0.70941], [-0.63513, -1.09350, 0.12145], [1.04136, 2.78990, -0.41498], [0.42230, 1.25343, -0.60664], [-0.90248, -1.80567, 1.07616], [1.50601, 0.84533, 0.88479]], "forces_ev_per_a": [[0.73, 4.92, -0.16], [1.45, -0.20, -0.16], [0.93, -3.87, 0.05], [-0.56, -0.04, -0.43], [-4.54, -1.83, 0.25], [0.52, -1.08, 0.66], [0.07, 1.16, -0.17], [1.21, 0.41, 0.01], [0.19, 0.55, -0.06]], "mulliken_charge": [-0.0431, -0.4164, -0.1243, 0.2535, 0.7088, -0.6726, 0.4445, -0.4813, 0.3309], "orbital_gap_ha": 0.183}

***

{"formula": "C2H3NO3", "method": "ωB97M-V/def2-TZVPD", "elements": ["N", "C", "O", "O", "O", "H", "H", "C", "H"], "positions_angstrom": [[-2.37483, -0.00796, 0.10574], [0.54518, -1.16200, -0.02206], [-1.60504, -0.82958, 0.56598], [-2.39068, 1.27800, 0.57021], [-3.12502, -0.09429, -0.79924], [1.15730, 0.38552, -1.39909], [0.25802, -1.86431, 0.61698], [0.94920, -0.26141, -0.71121], [-1.76682, 1.61063, 1.14334]], "forces_ev_per_a": [[1.59, -0.37, 0.38], [2.40, 3.08, -2.63], [-2.16, 1.22, 0.48], [-3.25, 0.40, -2.02], [-0.74, -0.93, -0.81], [1.32, 3.57, -3.45], [-0.77, -2.54, 2.09], [-1.49, -4.27, 3.56], [3.11, -0.17, 2.40]], "mulliken_charge": [1.0045, -0.4043, -0.4923, -0.4127, -0.5013, 0.4725, 0.5251, -0.5485, 0.3569], "smiles": "O=[N+]([O-])O.C#C", "orbital_gap_ha": 0.385}

***

{"formula": "C2H3NO3", "method": "ωB97M-V/def2-TZVPD", "elements": ["H", "O", "H", "O", "C", "O", "H", "N", "C"], "positions_angstrom": [[-1.53693, 0.98808, 0.74339], [-0.52813, 1.13701, 0.69872], [0.23037, -1.72711, 0.55914], [-0.56777, -1.13475, 0.54980], [1.45343, 0.17834, 0.04484], [-0.35077, 0.01143, -1.25908], [-1.28859, 0.36082, -1.36931], [2.58960, 0.10211, -0.03377], [-0.00121, 0.08407, 0.06625]], "forces_ev_per_a": [[1.20, 0.26, 0.29], [-2.31, 0.50, 0.51], [-1.00, 0.20, 0.03], [0.01, -1.95, 0.20], [-8.18, 0.48, 0.36], [-1.50, -0.43, -1.83], [0.36, -0.26, -0.08], [7.01, -0.63, -0.25], [4.42, 1.83, 0.76]], "mulliken_charge": [0.3205, -0.2561, 0.4378, -0.3913, -0.2580, -0.1229, 0.3637, -0.4173, 0.3236], "spin_multiplicity": 3, "s2": 2.013, "orbital_gap_ha": [0.145, 0.205]}

***

{"formula": "C2H3NO3S", "method": "ωB97M-V/def2-TZVPD", "elements": ["O", "H", "C", "O", "H", "O", "C", "N", "H", "S"], "positions_angstrom": [[1.42700, 2.08758, -0.01018], [0.93923, -1.01252, -0.60172], [1.51012, 0.90125, -0.22876], [-2.16844, -0.32504, -1.05777], [2.50912, 0.60143, -0.48938], [-1.03948, -1.27906, 1.31230], [0.45120, -0.12462, -0.24027], [-0.41904, -0.04779, 0.88906], [-1.87774, -1.51760, 0.87232], [-1.33198, 0.71637, -0.44560]], "forces_ev_per_a": [[-1.10, -0.19, 0.27], [-1.26, -0.94, -0.54], [0.74, 1.74, 0.23], [-0.42, 0.44, 0.21], [0.75, -1.11, -0.37], [1.19, 0.30, 0.35], [-0.22, 1.56, 0.34], [-1.52, -0.67, 0.89], [0.29, 0.81, -0.78], [1.54, -1.93, -0.60]], "mulliken_charge": [-0.4532, 0.3776, -0.0836, -0.5490, 0.3488, -0.3741, 0.0647, -0.1473, 0.3396, 0.4763], "orbital_gap_ha": 0.318}

***

{"formula": "C2H3NO3S", "method": "ωB97M-V/def2-TZVPD", "elements": ["O", "H", "N", "O", "O", "C", "H", "C", "H", "S"], "positions_angstrom": [[0.93288, -1.81260, -0.73235], [0.84460, -2.15597, 2.16288], [0.64242, -0.48238, 1.18612], [1.27067, -1.36652, 2.31794], [-2.45946, 2.40221, -2.24239], [0.56468, -0.94522, -0.00661], [0.47098, 0.51678, 1.48071], [-0.51724, 1.11036, -1.17883], [0.38661, 1.37989, -1.72475], [-2.13615, 1.35347, -1.26272]], "forces_ev_per_a": [[-0.90, 0.87, 1.39], [-1.71, -3.07, -0.50], [0.35, 0.17, 2.99], [0.87, 4.66, -1.33], [-0.55, 0.00, -0.01], [0.36, 0.67, -2.82], [0.12, -1.99, -0.53], [-0.83, -1.77, 1.10], [-0.56, 0.35, -0.07], [2.85, 0.10, -0.21]], "mulliken_charge": [-0.3956, 0.3197, -0.1069, -0.3912, -0.4937, 0.4964, 0.2998, -0.3600, 0.3353, 0.2962], "orbital_gap_ha": [0.310, 0.275]}

***

{"formula": "C2H3NO3S", "method": "ωB97M-V/def2-TZVPD", "elements": ["H", "S", "H", "O", "C", "O", "O", "N", "H", "C"], "positions_angstrom": [[-2.15626, 2.20711, 0.42951], [1.07763, -0.00918, -0.02442], [0.19476, -1.72368, -1.04820], [1.17246, 0.68861, -1.28861], [-0.56785, 0.60983, 0.67986], [2.06986, 0.18126, 0.97990], [-1.62841, 0.20738, -0.37204], [0.79535, -1.61407, -0.26719], [0.49807, -2.01994, 0.63251], [-1.45560, 1.47268, 0.27868]], "forces_ev_per_a": [[-1.10, 1.88, -0.03], [-0.73, 2.07, -0.08], [-0.87, -0.40, -0.62], [-0.09, -1.36, 0.97], [1.96, -0.40, -1.04], [-0.20, -0.48, -0.04], [-0.84, 1.27, 0.11], [0.83, 1.23, 1.56], [0.06, -0.08, -0.86], [0.99, -3.72, 0.02]], "mulliken_charge": [0.3866, 1.1098, 0.2984, -0.5503, -0.0780, -0.5620, -0.4019, -0.4942, 0.2966, -0.0050], "smiles": "NS(=O)(=O)C1=CO1", "orbital_gap_ha": 0.306}